{
  "formula": "C3H6N2S2",
  "method": "wB97M-V/def2-TZVPD",
  "smiles": "CN(S)/C=N\\C=S",
  "mol_weight_g_mol": 134.229,
  "homo_energy_ev": -8.307,
  "relative_energy_kcal_mol": 41.6,
  "gap_ev": 8.719,
  "elements": ["C", "C", "C", "H", "H", "H", "H", "H", "H", "N", "N", "S", "S"],
  "xyz": [[-0.257540, 0.092757, -1.961081], [1.020329, -0.031454, 0.126795], [0.503758, 0.219788, 2.463060], [-0.788522, 1.015431, -2.322440], [0.737548, 0.185894, -2.338804], [-0.776792, -0.820060, -2.423860], [-1.992027, -1.407476, -0.173679], [1.884510, -0.150262, -0.547700], [0.225332, -0.717295, 3.008711], [-0.195231, 0.065499, -0.527673], [1.253764, 0.029353, 1.349996], [-1.680915, -0.138519, 0.273419], [0.065787, 1.656344, 3.073258]],
  "forces_ev_per_angstrom": [[-1.303, 0.166, -1.288], [0.053, -0.009, -0.912], [-0.478, -0.682, 0.085], [0.235, -0.899, 0.413], [0.715, -0.206, -0.385], [0.774, 1.160, 0.771], [0.353, 0.613, 0.202], [-0.465, 0.141, 0.110], [0.407, 0.659, -0.512], [-0.363, -0.442, 0.418], [0.158, -0.308, 1.041], [-0.128, -0.412, -0.037], [0.044, 0.219, 0.093]],
  "mulliken_charge": [-0.79, 0.32, -0.21, 0.28, 0.32, 0.26, 0.13, 0.26, 0.30, -0.09, -0.37, -0.15, -0.26]
}